The following is a DFT calculation (wB97M-V/def2-TZVPD) of C17H15ClNiO3 as an isolated structure.

Structure (XYZ):
```
37
Properties=species:S:1:pos:R:3:forces:R:3
C 0.94046 -1.91933 0.82909 -0.855 -1.279 -0.666
C 1.03383 -1.88943 -0.61653 -1.013 -0.007 -0.272
C -0.36086 -1.79727 -1.13132 0.707 -0.728 0.749
H 1.94559 -1.92927 -1.22477 -0.492 -0.024 0.365
C -1.22505 -1.86450 0.02494 0.822 -0.819 -0.533
C -0.42914 -2.04322 1.18823 0.842 -0.038 -0.961
H -0.77719 -2.33876 2.17066 -0.053 0.707 -0.143
H 1.77038 -1.94402 1.53529 -0.237 0.096 -0.378
H -0.66511 -1.81694 -2.17921 0.122 -0.020 0.399
H -2.31422 -1.92380 -0.00876 0.433 0.327 0.009
Ni 0.39004 0.00430 -0.54414 -1.596 -0.096 0.569
Cl 1.84606 1.07958 0.43050 1.377 1.565 0.652
C 0.11221 2.85450 -4.51058 -0.124 -0.945 -0.602
C -1.12202 2.21220 -4.85522 1.010 -0.355 -0.280
C -0.81027 0.97348 -5.50560 0.694 0.755 0.319
H -2.12152 2.60824 -4.68136 0.209 -0.108 0.040
C 0.61655 0.85069 -5.56403 -0.536 0.819 0.370
C 1.18682 2.01302 -4.94903 -1.058 -0.172 -0.173
H 2.24969 2.23188 -4.85959 -0.193 -0.064 0.050
H 0.21478 3.82533 -4.02859 -0.019 -0.230 -0.025
H -1.53045 0.26461 -5.91225 0.124 0.101 0.124
H 1.16876 0.03253 -6.02433 -0.084 0.113 0.128
O -3.56640 3.08050 0.96158 0.335 -0.391 -0.118
C -3.91089 2.66726 2.14412 -0.164 -0.317 0.474
C -4.91221 3.36815 2.87430 0.237 -0.457 -0.074
C -5.33905 2.86672 4.09161 0.215 -0.298 0.152
C -4.78028 1.68928 4.65662 -0.265 0.314 -0.019
C -3.77457 1.00117 3.97214 -0.256 0.835 -0.050
C -3.32488 1.48837 2.74760 -0.419 0.426 -0.696
C -2.26486 0.77280 1.96599 0.831 -0.067 0.234
O -1.51624 -0.05481 2.49604 -0.941 0.744 -0.198
O -2.16181 1.14771 0.70768 0.089 0.094 0.301
H -2.79588 2.14262 0.60894 -0.065 -0.152 0.298
H -5.33834 4.25306 2.38639 0.087 -0.334 0.375
H -6.13544 3.40069 4.61574 0.189 -0.197 0.020
H -5.14122 1.33645 5.62855 0.119 0.093 -0.364
H -3.30655 0.10768 4.37730 -0.073 0.110 -0.074
```
Forces are in eV/Å.

Calculated values
Charge: -2
Lowest unoccupied orbital energy (alpha / beta): 4.99 / 4.68 eV
<S²>: 2.020
2S+1: 3
HOMO (alpha / beta): -0.6 / -0.6 eV
Kohn-Sham gap (alpha / beta): 5.637 / 5.329 eV